Entry 1:
{
  "formula": "C7H8BNO",
  "method": "ωB97M-V/def2-TZVPD",
  "species": ["B", "C", "C", "C", "C", "C", "C", "C", "N", "O", "H", "H", "H", "H", "H", "H", "H", "H"],
  "coordinates": [[1.671221, 1.506072, 0.947854], [0.626382, 0.411693, 0.925819], [-0.863945, 1.936173, -0.354868], [-0.396259, -0.556904, 0.851706], [-1.706413, 0.940068, -0.610518], [0.366079, 1.627556, 0.300194], [-1.552892, -0.337577, 0.041902], [-2.593866, -1.374308, 0.013411], [2.757638, -1.484370, -0.714326], [-3.252155, -1.617933, -0.962723], [2.696404, 1.802615, 1.266295], [3.067559, -1.001650, -1.600173], [-0.966031, 2.818428, -0.997007], [-0.281091, -1.373713, 1.445981], [-2.627733, 1.071045, -1.075075], [-2.662925, -1.931591, 0.976982], [2.164684, -0.841943, -0.242398], [3.553343, -1.593661, -0.213049]],
  "forces_ev_per_angstrom": [[-2.1, -1.3, -0.3], [-0.6, 1.1, -0.8], [2.4, 1.4, -1.6], [-1.6, 1.9, -2.0], [-0.4, -2.6, 1.8], [-0.6, 0.6, -0.1], [2.8, 1.0, 1.7], [0.3, -0.3, 0.0], [-1.8, 0.7, -3.9], [-0.3, 0.0, 0.2], [1.8, 0.6, 0.5], [-0.6, -0.8, 1.2], [-0.1, 0.2, 0.9], [-0.1, -2.7, 1.3], [-1.3, 0.4, -1.3], [-0.2, -0.1, -0.4], [-0.4, 0.5, 0.5], [2.9, -0.5, 2.1]],
  "homo_lumo_gap_ev": 9.22,
  "e_homo_ha": -0.365,
  "max_force_ev_per_a": 4.300,
  "de_lowest_kcal_mol": 67.4
}

---

Entry 2:
{
  "formula": "C7H8BeO5",
  "method": "ωB97M-V/def2-TZVPD",
  "species": ["Be", "C", "O", "C", "O", "C", "O", "C", "O", "C", "H", "H", "C", "H", "H", "C", "O", "H", "H", "H", "H"],
  "coordinates": [[0.095257, 0.828608, -0.178675], [0.168982, 0.945649, 1.398778], [0.235344, 0.954092, 2.555998], [0.051794, 2.310781, -0.744899], [0.013399, 3.396704, -1.153199], [-1.244502, 0.201957, -0.684423], [-2.264240, -0.206782, -1.061816], [1.453163, 0.445110, -0.857559], [2.460768, 0.285492, -1.407231], [-0.000098, -1.427684, -4.156492], [0.934033, -1.993767, -4.051841], [-0.931518, -1.990180, -4.015379], [-0.002906, -0.121601, -4.462472], [-0.938630, 0.435063, -4.596538], [0.931822, 0.430915, -4.616947], [-0.560080, -3.048776, 1.733076], [0.172038, -2.306458, 0.756026], [-0.680118, -4.099478, 1.426918], [-1.546533, -2.592343, 1.887202], [-0.037298, -3.107983, 2.691536], [0.632123, -2.971719, 0.214738]],
  "forces_ev_per_angstrom": [[0.1, -0.3, 0.5], [0.7, -0.3, 10.4], [-0.4, 0.1, -6.3], [-0.8, 10.2, -3.5], [0.3, -5.9, 2.2], [-9.3, -4.8, -3.6], [5.7, 2.3, 2.2], [9.2, -2.9, -4.8], [-5.3, 0.8, 3.0], [0.0, 0.2, 0.3], [-0.4, 0.2, -0.1], [0.4, 0.2, -0.2], [0.0, -0.1, 0.4], [0.4, -0.3, -0.1], [-0.4, -0.2, -0.1], [-0.5, -0.8, 0.7], [0.4, 0.2, -0.8], [-0.2, 0.5, -0.1], [0.3, -0.2, -0.1], [0.1, 0.4, -0.1], [-0.1, 0.5, 0.2]],
  "homo_lumo_gap_ev": 5.56,
  "e_homo_ha": -0.606,
  "max_force_ev_per_a": 11.065,
  "de_lowest_kcal_mol": 48.8,
  "total_charge": 2
}

---

Entry 3:
{
  "formula": "C7H8Br2NOP",
  "method": "ωB97M-V/def2-TZVPD",
  "species": ["C", "C", "C", "C", "C", "C", "C", "N", "O", "P", "Br", "Br", "H", "H", "H", "H", "H", "H", "H", "H"],
  "coordinates": [[-0.018136, -1.005882, -1.074243], [0.333895, 0.479418, 0.906850], [-1.088365, -1.543710, -0.446380], [-0.739999, 0.005244, 1.493947], [0.743411, 0.029942, -0.412596], [-1.491397, -1.010986, 0.802543], [1.796072, 0.568594, -1.216589], [-2.650657, -1.459438, 1.171007], [-4.445496, -1.018056, -1.738925], [-4.329809, -0.582259, -0.369746], [-6.214419, -0.457680, 0.702206], [-3.740427, 1.662681, -0.397534], [0.212806, -1.178808, -2.091803], [0.792035, 1.424305, 1.290946], [-1.818958, -2.179396, -0.946762], [-1.151387, 0.601788, 2.263665], [2.558606, -0.186330, -1.522570], [1.553922, 0.946412, -2.193044], [2.359221, 1.382110, -0.748302], [-3.110130, -1.260058, 2.027078]],
  "forces_ev_per_angstrom": [[0.9, 1.8, 1.6], [3.6, 2.0, -3.0], [-0.3, 0.4, -0.2], [-2.4, -1.4, -0.7], [-2.6, -1.8, 0.9], [1.2, 0.7, 0.6], [3.3, 1.0, -0.6], [-3.2, -1.7, -1.2], [0.0, -1.0, -1.3], [1.5, 1.5, 1.8], [-0.7, -0.2, 0.4], [0.1, -0.6, 0.1], [0.2, -0.5, -0.8], [-0.1, -1.1, -0.2], [0.4, -0.1, 0.2], [-0.6, -0.1, 1.1], [-0.4, 0.1, 0.6], [-1.0, 0.3, -0.4], [-0.1, -0.1, 0.2], [0.0, 0.9, 1.0]],
  "homo_lumo_gap_ev": [6.22, 6.32],
  "e_homo_ha": [-0.296, -0.302],
  "max_force_ev_per_a": 5.094,
  "de_lowest_kcal_mol": 7.8
}

---

Entry 4:
{
  "formula": "C7H8BrClN5",
  "method": "ωB97M-V/def2-TZVPD",
  "species": ["C", "C", "C", "C", "C", "C", "C", "N", "N", "N", "N", "N", "Cl", "Br", "H", "H", "H", "H", "H", "H", "H", "H"],
  "coordinates": [[-0.846787, 1.762820, 1.944241], [-2.027886, 1.775859, 1.145667], [-0.161952, 0.659286, 1.552347], [1.315194, 0.829503, -1.548634], [2.112686, 0.065073, -0.550812], [1.726965, -1.090537, 0.012903], [-0.737486, -1.107494, -0.116595], [-2.068215, 0.749973, 0.349876], [0.887112, 0.419250, -2.646780], [-0.918610, 0.054446, 0.564515], [0.462797, -1.677989, -0.257572], [-1.822392, -1.633524, -0.654377], [2.703747, -2.022618, 1.097955], [3.768144, 0.868524, -0.099429], [-0.568688, 2.469982, 2.698456], [-2.819683, 2.498133, 1.151200], [0.741461, 0.225247, 1.921794], [1.144628, 1.874211, -1.303156], [0.491993, -2.654102, -0.537454], [1.108600, -0.540455, -2.904222], [-1.816240, -2.436815, -1.263369], [-2.675398, -1.088783, -0.556559]],
  "forces_ev_per_angstrom": [[0.2, -0.3, -0.2], [0.4, -0.3, 0.1], [-0.1, 0.3, 0.3], [0.3, 0.2, 0.5], [0.5, -0.5, 0.3], [0.6, 0.4, -0.1], [-0.3, -0.3, -0.4], [-0.7, -0.1, -0.6], [-0.6, -0.1, -1.0], [0.3, 0.4, 0.4], [-0.1, -0.2, 0.2], [0.1, 0.1, 0.1], [-0.4, 0.3, -0.3], [-0.6, -0.2, -0.1], [0.1, 0.1, 0.2], [-0.2, 0.1, -0.1], [0.3, 0.0, 0.1], [0.0, 0.1, 0.2], [-0.1, 0.2, 0.0], [0.2, -0.1, 0.3], [0.2, 0.1, 0.0], [0.1, -0.1, 0.0]],
  "homo_lumo_gap_ev": 8.91,
  "e_homo_ha": -0.483,
  "max_force_ev_per_a": 1.114,
  "de_lowest_kcal_mol": 6.9,
  "total_charge": 1
}

---

Entry 5:
{
  "formula": "C7H8BrN2O",
  "method": "ωB97M-V/def2-TZVPD",
  "species": ["C", "C", "C", "C", "C", "C", "C", "N", "N", "O", "Br", "H", "H", "H", "H", "H", "H", "H", "H"],
  "coordinates": [[1.521021, 1.569231, 0.791753], [2.116766, 0.334455, 0.872974], [0.166928, 1.614632, 0.399871], [-0.574784, 0.421413, 0.188823], [0.133867, -0.738099, 0.173674], [-0.513338, -2.293618, 0.030504], [-1.670965, -2.546765, -0.777671], [1.429804, -0.786680, 0.639571], [-0.259044, 2.883657, 0.314569], [0.145527, -3.083683, 0.666339], [-2.486537, 0.733588, -0.397481], [2.141041, 2.397147, 1.001222], [3.127466, 0.383975, 1.256718], [-2.165219, -3.386287, -0.159966], [-1.456569, -2.948684, -1.734020], [-2.316509, -1.718343, -0.817333], [2.073115, -1.651434, 0.588920], [0.415116, 3.652774, 0.290725], [-1.197213, 2.955981, 0.053407]],
  "forces_ev_per_angstrom": [[0.0, -3.3, -0.5], [-0.3, 2.3, 0.8], [1.3, 2.3, 0.7], [-0.8, 1.2, -1.1], [-0.9, -2.9, 0.8], [3.8, 1.5, 1.5], [-1.7, -2.3, 2.1], [1.4, -1.2, -1.1], [0.3, -1.1, -0.1], [-0.9, 0.6, -0.9], [2.1, -0.4, 0.8], [0.1, 1.0, 0.1], [0.2, -1.1, -0.3], [0.3, 1.1, -1.2], [0.4, -0.3, -1.0], [-0.7, 0.8, -0.3], [-2.3, 1.2, 0.1], [-0.8, -0.5, 0.1], [-1.5, 1.1, -0.5]],
  "homo_lumo_gap_ev": 9.33,
  "e_homo_ha": -0.502,
  "max_force_ev_per_a": 4.368,
  "de_lowest_kcal_mol": 0.0,
  "total_charge": 1
}

---

Entry 6:
{
  "formula": "C7H8BrN4",
  "method": "ωB97M-V/def2-TZVPD",
  "species": ["C", "C", "C", "C", "C", "C", "C", "N", "N", "N", "N", "Br", "H", "H", "H", "H", "H", "H", "H", "H"],
  "coordinates": [[-2.569463, 1.912553, -0.012114], [-3.227235, 0.705380, 0.185489], [-1.048560, 0.391316, 0.397528], [-0.972605, -2.338151, 0.363008], [0.363639, -1.838585, -0.004331], [-2.118639, -1.610812, 0.539048], [0.765189, -0.599268, 0.231830], [-2.188565, -0.234635, 0.338176], [-1.270717, 1.713846, 0.091980], [1.850480, 1.167367, -0.838393], [1.856735, 0.108895, 0.203091], [-4.986899, -0.117096, -0.115242], [-2.913859, 2.911035, -0.254896], [-0.994869, -3.450926, 0.399358], [0.993864, -2.706444, -0.038996], [-3.135384, -1.973485, 0.634161], [-0.486648, 2.306328, 0.245490], [1.881515, 0.741927, -1.754130], [2.833912, 1.752505, -0.683932], [2.307864, 0.322268, 1.177053]],
  "forces_ev_per_angstrom": [[-3.4, 0.5, -0.2], [-0.6, -0.8, -1.1], [4.6, 1.1, -1.3], [-1.3, 0.3, -0.5], [-1.3, -0.6, 2.2], [-0.3, -1.5, -0.9], [-3.6, 0.3, -0.3], [0.6, 0.5, 0.8], [2.2, -3.4, 1.4], [3.1, 2.3, 2.5], [1.7, 1.4, 1.1], [1.6, 1.4, 0.3], [-0.5, -0.4, 0.2], [-0.5, 1.1, 0.2], [1.1, 0.3, -0.8], [0.4, -0.8, 0.3], [0.1, 1.1, -0.4], [0.4, -0.5, 0.0], [-3.3, -2.1, -0.7], [-1.0, -0.1, -2.8]],
  "homo_lumo_gap_ev": 9.18,
  "e_homo_ha": -0.472,
  "max_force_ev_per_a": 4.843,
  "de_lowest_kcal_mol": 35.6,
  "total_charge": 1
}